A 16-piece molecular cluster, C47H77N4O38 overall at a distorted geometry. Source: the OMol25 dataset; level of theory: ωB97M-V/def2-TZVPD.

Last column: Mulliken charge in e.
Cartesian coordinates (Å):
C (0.81, 0.67, 0.02)  1.284
C (0.48, -0.75, 0.54)  3.165
O (0.58, -0.81, 1.91)  0.238
H (0.30, 1.00, -0.89)  -0.103
H (1.86, 0.94, -0.07)  -0.324
H (0.48, 1.46, 0.75)  -0.991
H (1.22, -1.53, 0.04)  -0.896
H (-0.60, -1.10, 0.23)  -2.464
C (-0.34, 0.23, -5.92)  -0.140
O (0.83, 0.33, -5.55)  -0.436
N (-1.40, 0.39, -5.09)  0.602
C (-2.75, 0.24, -5.74)  -1.030
C (-1.29, 0.49, -3.64)  -0.580
H (-0.68, -0.01, -6.94)  0.223
H (-3.28, -0.71, -5.61)  0.303
H (-2.56, 0.25, -6.80)  0.370
H (-3.30, 1.13, -5.48)  0.332
H (-1.58, 1.48, -3.38)  0.878
H (-2.05, -0.14, -3.21)  -0.174
H (-0.24, 0.36, -3.30)  -0.300
C (-2.15, 1.99, 6.33)  0.514
O (-1.39, 1.14, 6.82)  -0.692
N (-3.48, 1.91, 6.36)  0.148
C (-4.09, 0.73, 7.01)  -0.951
C (-4.30, 3.00, 5.84)  -1.032
H (-1.70, 2.88, 5.79)  0.032
H (-4.15, -0.12, 6.40)  0.237
H (-5.06, 1.00, 7.43)  0.375
H (-3.41, 0.53, 7.88)  0.331
H (-5.01, 3.30, 6.55)  0.375
H (-3.71, 3.89, 5.55)  0.278
H (-4.82, 2.70, 4.93)  0.396
C (-0.90, -2.72, -2.70)  0.495
O (-2.02, -3.19, -2.64)  -0.908
N (0.04, -3.08, -3.61)  0.620
C (1.44, -2.86, -3.39)  -0.893
C (-0.23, -4.24, -4.42)  -1.198
H (-0.58, -1.95, -2.02)  0.207
H (1.69, -2.46, -2.37)  -0.143
H (1.82, -2.26, -4.22)  0.351
H (1.92, -3.83, -3.41)  0.412
H (-1.29, -4.12, -4.69)  0.281
H (0.37, -4.07, -5.32)  0.396
H (-0.05, -5.22, -4.03)  0.310
C (-3.47, 3.88, 1.70)  0.245
O (-4.57, 3.40, 1.99)  -0.632
N (-2.74, 3.75, 0.56)  0.190
C (-1.64, 4.62, 0.26)  -0.800
C (-3.22, 2.94, -0.57)  -0.833
H (-2.92, 4.59, 2.39)  0.231
H (-1.40, 5.26, 1.06)  0.411
H (-1.95, 5.19, -0.59)  0.419
H (-0.73, 4.07, -0.07)  0.006
H (-4.12, 2.45, -0.17)  0.371
H (-3.42, 3.62, -1.46)  0.354
H (-2.56, 2.13, -0.86)  0.043
C (2.38, -4.71, 0.32)  0.094
C (1.52, -4.41, 1.54)  1.016
O (0.33, -5.12, 1.24)  -0.416
C (0.11, -5.22, -0.11)  0.422
O (-0.87, -5.51, -0.66)  -0.440
O (1.35, -4.95, -0.77)  -0.285
H (2.92, -5.68, 0.30)  0.307
H (2.98, -3.90, -0.16)  -0.256
H (1.38, -3.31, 1.59)  -0.771
H (1.85, -4.92, 2.45)  0.319
C (-5.94, -1.95, -2.54)  -0.086
C (-5.03, -1.06, -3.32)  0.849
O (-5.80, -0.98, -4.56)  -0.366
C (-7.10, -1.09, -4.25)  0.575
O (-8.01, -0.85, -5.02)  -0.597
O (-7.23, -1.57, -2.98)  -0.370
H (-5.91, -1.81, -1.44)  0.108
H (-5.81, -2.97, -2.81)  0.300
H (-4.07, -1.55, -3.45)  -0.377
H (-4.90, -0.11, -2.81)  -0.071
C (-2.25, 0.29, 2.11)  1.150
C (-3.41, 0.04, 3.09)  0.164
O (-4.57, 0.06, 2.29)  -0.341
C (-4.24, 0.05, 1.03)  -0.058
O (-4.97, 0.09, 0.04)  -0.668
O (-2.88, 0.07, 0.86)  0.622
H (-1.48, -0.45, 2.23)  -1.129
H (-1.73, 1.25, 2.10)  -0.104
H (-3.48, 0.80, 3.83)  -0.316
H (-3.32, -1.01, 3.48)  0.180
C (2.96, 0.51, -2.91)  1.391
C (3.56, 0.34, -4.34)  -0.037
O (4.94, 0.58, -4.16)  -0.411
C (5.09, 1.27, -2.97)  0.364
O (6.11, 1.77, -2.64)  -0.602
O (3.98, 1.26, -2.27)  -0.005
H (2.91, -0.44, -2.37)  -0.672
H (1.99, 1.00, -2.71)  -0.441
H (3.20, 1.05, -5.09)  0.234
H (3.41, -0.68, -4.67)  0.223
C (0.49, -1.35, 5.02)  1.131
C (-0.47, -2.48, 4.81)  0.286
O (0.37, -3.60, 4.41)  -0.345
C (1.65, -3.32, 4.66)  0.857
O (2.65, -3.99, 4.48)  -0.605
O (1.67, -2.13, 5.31)  -0.522
H (0.36, -0.82, 5.96)  0.093
H (0.52, -0.78, 4.10)  -0.831
H (-1.16, -2.32, 4.01)  -0.330
H (-0.98, -2.81, 5.68)  0.276
C (1.16, 3.64, -4.73)  0.443
C (0.17, 4.13, -5.79)  -0.527
O (-0.86, 4.80, -5.00)  -0.401
C (-0.73, 4.44, -3.71)  0.375
O (-1.59, 4.65, -2.88)  -0.487
O (0.40, 3.72, -3.47)  0.159
H (2.08, 4.25, -4.69)  0.381
H (1.39, 2.65, -4.95)  -0.424
H (-0.18, 3.33, -6.42)  0.258
H (0.61, 4.97, -6.41)  0.316
C (-2.51, -3.32, 0.69)  0.641
C (-3.43, -4.35, -0.07)  -0.097
O (-4.76, -3.89, 0.37)  -0.474
C (-4.67, -3.09, 1.46)  0.466
O (-5.57, -2.69, 2.10)  -0.560
O (-3.41, -2.73, 1.60)  -0.126
H (-2.14, -2.52, 0.07)  -0.485
H (-1.67, -3.82, 1.15)  -0.177
H (-3.36, -5.33, 0.40)  0.322
H (-3.34, -4.31, -1.14)  0.258
C (1.63, 2.54, 4.72)  -0.062
C (1.04, 2.35, 3.36)  2.352
O (0.20, 3.48, 3.23)  0.033
C (0.61, 4.46, 4.17)  0.400
O (0.31, 5.62, 4.13)  -0.573
O (1.43, 3.90, 5.05)  -0.400
H (2.69, 2.28, 4.72)  0.287
H (0.97, 1.95, 5.39)  0.257
H (0.46, 1.43, 3.25)  -0.459
H (1.85, 2.25, 2.68)  -1.618
C (3.70, -1.33, 1.71)  1.444
C (3.52, -0.37, 2.89)  1.758
O (4.80, -0.06, 3.38)  -0.426
C (5.75, -0.57, 2.59)  0.534
O (6.92, -0.41, 2.60)  -0.596
O (5.19, -1.38, 1.66)  -0.251
H (3.29, -0.94, 0.77)  -0.455
H (3.35, -2.33, 1.93)  -0.834
H (2.94, -0.74, 3.73)  -0.536
H (3.03, 0.56, 2.59)  -1.030
C (3.63, 3.83, -1.06)  0.895
C (3.40, 3.38, 0.38)  0.634
O (3.44, 4.60, 1.11)  -0.435
C (3.34, 5.66, 0.26)  0.535
O (3.22, 6.81, 0.66)  -0.611
O (3.49, 5.26, -0.98)  -0.398
H (2.91, 3.46, -1.82)  -0.262
H (4.69, 3.62, -1.35)  0.079
H (4.20, 2.76, 0.78)  0.073
H (2.47, 2.94, 0.57)  -0.614
C (7.05, -3.17, -0.34)  -0.134
C (7.27, -1.81, -0.85)  -0.443
O (6.18, -1.44, -1.66)  -0.184
C (5.37, -2.48, -1.81)  0.615
O (4.35, -2.54, -2.44)  -0.474
O (5.88, -3.59, -1.18)  -0.426
H (6.77, -3.18, 0.72)  0.097
H (7.83, -3.87, -0.56)  0.370
H (8.13, -1.84, -1.49)  0.334
H (7.35, -0.92, -0.20)  0.252

## Properties
E_tot = -4915.38889 Eh
Orbital gap = 7.46 eV
Net charge = -1